# C3H3I

The molecule C3H3I (ωB97M-V/def2-TZVPD, the OMol25 dataset).

Summary:
* total charge: 0
* LUMO energy (alpha / beta): -1.250 / -1.250 eV
* Kohn-Sham gap (alpha / beta): 7.31 / 7.30 eV

Element x y z (Å)
C: -0.588 -0.288 -0.702
C: 0.419 1.568 -1.302
C: 0.315 -0.742 0.487
I: -1.434 1.838 -0.426
H: -0.398 -1.030 1.197
H: 0.818 0.115 0.755
H: 0.868 -1.461 -0.009

Mulliken atomic charge list, values in e, 6 entries: -0.1663, -0.1689, -0.8626, 0.2536, 0.3132, 0.3072

=====

# C3H4N3O

A cluster of 2 separate species, C3H4N3O in total (ωB97M-V/def2-TZVPD, the OMol25 dataset).

Summary:
* total charge: +1
* LUMO energy: -6.301 eV
* Kohn-Sham gap: 7.89 eV

Element x y z (Å)
C: 0.340 1.475 -0.949
C: -0.251 1.855 0.182
C: -0.757 1.139 1.208
N: 0.272 -3.328 -0.132
N: -0.311 -1.079 0.007
N: 0.040 -2.168 -0.045
O: -1.154 0.802 2.211
H: 0.789 1.993 -1.797
H: 0.408 0.468 -1.367
H: -0.290 2.851 0.431
H: 0.915 -4.008 0.250

Mulliken atomic charge list, values in e, 6 entries: -0.2739, -0.5241, 0.9610, -0.7496, -0.5869, 0.9808

=====

# C41H43CaN7O6S

A structure of composition C41H43CaN7O6S (ωB97M-V/def2-TZVPD, the OMol25 dataset).

Summary:
* total charge: -2
* LUMO energy: 3.836 eV
* Kohn-Sham gap: 5.13 eV

Element x y z (Å)
Ca: -0.811 -1.014 -0.171
N: -1.405 1.819 -3.819
C: -1.119 0.742 -3.049
N: -1.349 0.637 -1.789
C: -1.936 1.754 -1.113
N: -2.127 1.738 0.169
N: -1.630 0.676 0.831
C: -1.891 0.555 2.211
C: -1.670 -0.835 2.785
C: -2.450 -1.289 3.968
C: -2.734 -2.591 4.154
C: -2.338 -3.578 3.191
C: -1.691 -3.120 2.073
N: -1.343 -1.853 1.816
C: -2.251 2.964 -1.883
C: -2.793 4.116 -1.319
C: -2.968 5.265 -2.076
C: -2.596 5.283 -3.416
C: -2.078 4.139 -4.005
C: -1.925 2.991 -3.242
H: -1.001 1.902 -4.747
H: -0.672 -0.095 -3.576
H: -2.678 1.188 2.630
H: -2.743 -0.529 4.685
H: -3.283 -2.898 5.040
H: -2.565 -4.627 3.318
H: -1.389 -3.838 1.309
H: -3.054 4.094 -0.269
H: -3.375 6.156 -1.612
H: -2.679 6.189 -4.004
H: -1.741 4.145 -5.037
C: 4.165 -5.633 -0.018
O: 3.100 -6.244 -0.722
C: 2.038 -5.452 -1.041
C: 0.977 -6.113 -1.698
C: -0.132 -5.390 -2.033
C: -0.279 -4.022 -1.723
C: -1.542 -3.357 -2.015
C: -2.489 -3.976 -3.025
O: -1.917 -2.311 -1.478
C: 0.823 -3.336 -1.093
O: 0.830 -2.079 -0.856
C: 1.977 -4.109 -0.771
H: 4.891 -6.419 0.179
H: 3.822 -5.207 0.928
H: 4.636 -4.845 -0.611
H: 1.062 -7.170 -1.907
H: -0.947 -5.902 -2.528
H: -3.112 -4.726 -2.532
H: -1.966 -4.444 -3.857
H: -3.138 -3.185 -3.393
H: 2.784 -3.571 -0.297
N: 1.707 0.922 -1.079
C: 1.621 1.633 -2.260
C: 1.194 2.958 -2.295
C: 1.008 3.599 -3.511
C: 1.252 2.937 -4.703
C: 1.761 1.641 -4.672
C: 1.953 0.998 -3.465
S: 0.735 3.613 -6.270
O: -0.471 2.827 -6.566
O: 0.463 5.021 -6.017
O: 1.830 3.356 -7.195
H: 1.146 1.265 -0.311
H: 1.676 -0.082 -1.188
H: 0.939 3.454 -1.363
H: 0.616 4.608 -3.553
H: 1.968 1.141 -5.611
H: 2.310 -0.027 -3.434
C: 1.282 -1.133 5.316
C: 1.974 -1.343 3.965
C: 1.676 -2.743 3.444
C: 1.764 -0.118 3.061
C: 2.963 0.407 2.578
C: 3.086 1.693 2.091
C: 1.997 2.529 2.239
C: 0.770 2.065 2.694
C: -0.210 3.156 3.128
C: -1.071 2.826 4.350
C: -1.053 3.749 1.998
C: 0.576 0.675 2.919
N: -0.743 0.307 3.142
H: 1.550 -1.940 6.004
H: 0.200 -1.133 5.199
H: 1.579 -0.181 5.764
H: 3.052 -1.322 4.155
H: 0.639 -2.995 3.576
H: 2.265 -3.470 4.014
H: 1.922 -2.845 2.385
H: 3.848 -0.221 2.635
H: 4.018 2.050 1.672
H: 2.104 3.590 2.032
H: 0.455 3.960 3.460
H: -1.949 2.237 4.086
H: -1.412 3.761 4.805
H: -0.506 2.262 5.093
H: -1.607 4.619 2.366
H: -1.763 3.027 1.592
H: -0.418 4.074 1.170

Mulliken atomic charge list, values in e, 6 entries: 2.4056, 0.1362, -0.8836, -0.0563, -0.7376, -0.9722

=====

# C30H29N2O

A cluster of 2 separate species, C30H29N2O in total (ωB97M-V/def2-TZVPD, the OMol25 dataset).

Summary:
* total charge: +1
* LUMO energy: -5.878 eV
* Kohn-Sham gap: 2.62 eV

Element x y z (Å)
C: 0.600 -1.183 3.887
O: 0.463 0.125 4.394
C: 0.888 1.090 3.430
C: 2.299 1.091 3.032
C: 2.705 0.933 1.694
C: 4.037 0.935 1.360
C: 5.003 1.090 2.340
C: 4.626 1.225 3.665
C: 3.298 1.213 4.011
C: -0.056 1.972 2.910
N: 0.138 3.048 2.018
C: 1.401 3.666 1.622
C: -1.101 3.667 1.766
C: -2.075 3.009 2.535
C: -3.401 3.424 2.493
C: -3.737 4.481 1.673
C: -2.774 5.126 0.905
C: -1.453 4.733 0.946
N: -1.422 1.978 3.237
C: -2.072 1.124 4.217
H: 0.189 -1.905 4.595
H: 0.064 -1.268 2.939
H: 1.660 -1.396 3.734
H: 1.957 0.776 0.937
H: 4.340 0.797 0.334
H: 6.047 1.096 2.075
H: 5.379 1.347 4.427
H: 2.998 1.322 5.037
H: 1.252 4.731 1.456
H: 2.153 3.554 2.400
H: 1.762 3.220 0.698
H: -4.143 2.924 3.089
H: -4.762 4.809 1.625
H: -3.065 5.942 0.265
H: -0.706 5.219 0.344
H: -3.108 1.426 4.350
H: -2.044 0.089 3.884
H: -1.558 1.202 5.173
C: 1.531 -2.138 -0.382
C: 2.665 -2.840 0.104
C: 3.928 -2.284 -0.200
C: 5.094 -2.865 0.230
C: 5.050 -4.028 0.975
C: 3.833 -4.606 1.290
C: 2.658 -4.028 0.868
C: 0.129 -2.360 -0.343
C: -0.684 -1.366 -0.933
C: -2.050 -1.481 -0.970
C: -2.664 -2.591 -0.421
C: -1.903 -3.587 0.163
C: -0.531 -3.483 0.204
H: 1.794 -1.232 -0.904
H: 3.966 -1.385 -0.790
H: 6.042 -2.413 -0.016
H: 5.968 -4.482 1.309
H: 3.810 -5.515 1.871
H: 1.733 -4.491 1.145
H: -0.209 -0.502 -1.366
H: -2.642 -0.706 -1.432
H: -3.737 -2.678 -0.454
H: -2.391 -4.453 0.583
H: 0.029 -4.284 0.639

Mulliken atomic charge list, values in e, 6 entries: -0.8733, -0.4875, 0.0321, -0.2354, 0.2244, -1.0923

=====

# C5H7N

A cluster of 2 separate species, C5H7N in total (ωB97M-V/def2-TZVPD, the OMol25 dataset).

Summary:
* total charge: 0
* LUMO energy: 0.997 eV
* Kohn-Sham gap: 9.79 eV
* SMILES: CC1=CC1.C#N

Element x y z (Å)
C: 0.008 -1.247 -1.221
C: -0.220 -0.638 0.144
C: 0.093 -0.454 1.395
C: -1.333 0.014 0.896
H: -0.605 -0.806 -2.015
H: -0.209 -2.382 -1.099
H: 1.097 -0.953 -1.559
H: 0.831 -0.487 2.060
H: -2.145 -0.722 1.152
H: -1.701 1.125 0.659
C: 1.402 2.249 -0.082
N: 1.968 1.249 -0.067
H: 0.814 3.051 -0.262

Mulliken atomic charge list, values in e, 6 entries: -0.8780, 0.2806, -0.5007, -0.5146, 0.2780, 0.2487

=====

# C7H10

The molecule C7H10 (ωB97M-V/def2-TZVPD, the OMol25 dataset).

Summary:
* total charge: 0
* LUMO energy: -0.305 eV
* Kohn-Sham gap: 7.81 eV

Element x y z (Å)
C: -1.983 0.274 0.030
C: -1.160 -0.937 -0.334
C: 0.342 -0.795 -0.217
C: 1.038 0.398 -0.876
C: 1.778 0.959 0.281
C: 1.535 0.283 1.423
C: 0.611 -0.802 1.252
H: -1.799 1.126 -0.629
H: -3.060 0.090 -0.017
H: -1.749 0.586 1.048
H: -1.418 -1.285 -1.326
H: 0.781 -1.732 -0.590
H: 0.342 1.141 -1.284
H: 1.718 0.121 -1.689
H: 2.431 1.819 0.188
H: 1.962 0.519 2.386
H: -1.369 -1.764 0.354

Mulliken atomic charge list, values in e, 6 entries: -1.1096, -0.6962, 0.4805, -0.8235, -0.2232, -0.4210

=====

# C38H47N3O4Pb

A structure of composition C38H47N3O4Pb (ωB97M-V/def2-TZVPD, the OMol25 dataset).

Summary:
* total charge: +2
* LUMO energy: -8.281 eV
* Kohn-Sham gap: 5.37 eV

Element x y z (Å)
Pb: 1.106 0.696 0.765
C: -5.111 -4.651 1.363
C: -5.475 -3.266 1.896
C: -6.710 -2.745 1.132
C: -5.800 -3.378 3.398
C: -4.359 -2.264 1.718
C: -3.179 -2.585 1.123
C: -2.136 -1.628 1.123
N: -0.917 -1.823 0.743
C: -0.203 -2.916 0.575
C: -0.245 -4.080 1.327
C: 0.514 -5.167 0.925
C: 1.398 -5.092 -0.235
C: 1.599 -3.982 -0.970
C: 0.907 -2.762 -0.471
O: 1.235 -1.634 -0.755
C: 2.499 -3.892 -2.182
C: 3.713 -2.993 -1.864
C: 3.014 -5.275 -2.579
C: 1.701 -3.297 -3.357
C: 0.374 -6.468 1.686
C: -1.113 -6.876 1.707
C: 0.858 -6.208 3.129
C: 1.190 -7.616 1.091
C: -2.439 -0.170 1.533
O: -1.638 0.674 1.200
C: -3.727 0.114 2.204
C: -4.596 -0.906 2.248
C: -4.021 1.514 2.717
C: -5.371 1.559 3.432
C: -4.072 2.494 1.530
C: -2.929 1.941 3.710
H: -5.946 -5.329 1.538
H: -4.241 -5.066 1.877
H: -4.920 -4.639 0.289
H: -7.516 -3.472 1.237
H: -6.497 -2.626 0.069
H: -7.072 -1.794 1.523
H: -6.594 -4.113 3.528
H: -6.150 -2.440 3.826
H: -4.932 -3.715 3.968
H: -2.990 -3.571 0.725
H: -0.922 -4.149 2.166
H: 1.921 -5.994 -0.509
H: 4.249 -3.350 -0.983
H: 3.427 -1.955 -1.711
H: 4.398 -3.035 -2.711
H: 3.658 -5.711 -1.813
H: 3.610 -5.177 -3.486
H: 2.199 -5.969 -2.796
H: 1.312 -2.303 -3.138
H: 0.872 -3.948 -3.639
H: 2.363 -3.209 -4.219
H: -1.735 -6.151 2.230
H: -1.203 -7.828 2.231
H: -1.503 -7.010 0.696
H: 0.260 -5.449 3.634
H: 1.903 -5.896 3.148
H: 0.773 -7.136 3.694
H: 0.887 -7.852 0.069
H: 1.024 -8.509 1.692
H: 2.262 -7.412 1.106
H: -5.570 -0.731 2.679
H: -6.202 1.336 2.760
H: -5.530 2.566 3.817
H: -5.408 0.874 4.282
H: -4.838 2.199 0.812
H: -3.117 2.563 1.014
H: -4.332 3.486 1.903
H: -2.867 1.246 4.551
H: -3.180 2.923 4.112
H: -1.949 2.012 3.239
O: 3.443 1.521 0.298
C: 3.134 1.532 -0.907
N: 1.871 1.210 -1.274
C: 1.744 1.223 -2.671
O: 0.755 0.928 -3.284
C: 3.088 1.648 -3.197
C: 3.519 1.851 -4.489
C: 4.844 2.249 -4.664
C: 5.696 2.432 -3.578
C: 5.253 2.223 -2.273
C: 3.941 1.832 -2.114
H: 2.854 1.709 -5.331
H: 5.219 2.422 -5.664
H: 6.717 2.742 -3.752
H: 5.908 2.363 -1.424
C: 0.037 5.607 0.361
C: 0.261 4.184 0.584
N: 0.440 3.067 0.763
H: 0.125 5.823 -0.703
H: 0.781 6.181 0.910
H: -0.959 5.879 0.705

Mulliken atomic charge list, values in e, 6 entries: 1.3107, -2.0594, 1.7478, -1.6024, -1.5702, -0.0890

=====

| no. | total energy (eV) |
| --- | --- |
| 1 | -11250.5032 |
| 2 | -9681.7472 |
| 3 | -95208.2953 |
| 4 | -36600.0836 |
| 5 | -6784.1078 |
| 6 | -7417.4535 |
| 7 | -58063.1841 |